{
  "formula": "CH7N2S",
  "method": "ωB97M-V/def2-TZVPD",
  "e_above_lowest_ev": 0.595,
  "homo_lumo_gap_ev": 7.30,
  "lumo_ev": 4.34,
  "e_homo_ev": -2.96,
  "total_charge": -1,
  "symbols": ["S", "H", "N", "C", "N", "H", "H", "H", "H", "H", "H"],
  "positions_angstrom": [[0.9816, 2.4638, 0.1644], [1.3424, 3.0063, 1.3697], [-0.7017, 0.1850, -0.8071], [-0.6268, -1.0715, -0.1146], [0.7816, -1.3454, 0.2596], [-0.3640, 1.0773, -0.3530], [-1.4925, 0.2890, -1.4239], [-0.9633, -1.9581, -0.6602], [-1.2756, -0.9931, 0.7981], [0.9357, -0.8412, 1.1289], [1.3826, -0.8122, -0.3618]],
  "forces_ev_per_a": [[0.78, 0.83, 0.80], [-0.27, -0.22, -0.55], [-0.23, -0.01, -1.38], [0.42, 0.85, 1.05], [-0.35, 0.09, 0.91], [-0.52, -1.36, -0.01], [-0.05, 0.10, 0.16], [-0.32, 0.50, -0.53], [0.72, -0.63, -0.12], [0.07, -0.12, 0.06], [-0.25, -0.03, -0.38]]
}